Entry 1:
{
  "formula": "C9H11Cl2NO4RhYb",
  "method": "the ωB97M-V functional and the def2-TZVPD basis",
  "species": ["Rh", "Yb", "Cl", "Cl", "C", "C", "C", "O", "O", "O", "O", "C", "C", "C", "C", "C", "C", "N", "H", "H", "H", "H", "H", "H", "H", "H", "H", "H", "H"],
  "xyz": [[-0.505, -0.715, -4.265], [-0.423, 0.378, 0.508], [-1.006, -2.698, -3.059], [-0.814, 1.175, -1.836], [1.208, 2.005, 1.327], [-0.106, -2.144, -5.383], [-0.066, 0.660, -5.350], [1.851, 2.926, 1.622], [0.365, -3.237, -5.614], [0.198, 1.570, -6.045], [-1.670, -0.430, 1.949], [-1.221, -0.901, 3.074], [0.264, -0.946, 3.378], [0.681, 0.195, 4.318], [0.268, -0.111, 5.777], [-1.231, -0.214, 6.049], [-1.903, -1.452, 5.412], [-2.114, -1.313, 3.948], [0.510, -1.933, 3.852], [0.881, -0.924, 2.442], [1.770, 0.336, 4.290], [0.280, 1.148, 3.999], [0.749, -1.058, 6.079], [0.673, 0.694, 6.421], [-1.381, -0.300, 7.147], [-1.764, 0.671, 5.708], [-1.317, -2.358, 5.661], [-2.900, -1.589, 5.861], [-3.102, -1.155, 3.664]],
  "forces_ev_per_a": [[-1.64, -0.95, 3.92], [0.91, 1.29, -1.62], [-0.38, -0.21, 0.76], [0.05, -1.00, -0.70], [2.97, 4.04, 1.25], [4.70, -9.52, -2.98], [2.49, 8.27, -6.57], [-2.87, -4.04, -1.24], [-3.77, 8.37, 1.13], [-1.52, -5.34, 4.05], [0.14, -1.52, 3.18], [1.44, 0.92, -3.12], [-0.24, -1.22, -0.15], [0.42, 0.59, 1.22], [-0.80, -0.99, -0.79], [2.49, 2.19, 0.74], [-2.09, -2.19, -1.66], [-1.68, 0.36, 3.40], [-0.17, 0.72, -0.41], [-0.50, 0.02, 0.46], [-0.21, -0.37, -0.11], [-0.35, 0.30, -0.16], [0.06, 0.49, 0.24], [0.02, 0.07, 0.11], [-0.29, -0.56, -0.42], [-0.26, 0.08, -0.14], [0.35, 0.35, -0.16], [0.28, 0.09, -0.29], [0.47, -0.24, 0.07]],
  "energy_ha": -2892.9895,
  "multiplicity": 6,
  "orbital_gap_ha": [0.102, 0.201],
  "total_charge": 4,
  "homo_energy_ha": [-0.676, -0.878]
}

=====

Entry 2:
{
  "formula": "C9H11ClNO",
  "method": "the ωB97M-V functional and the def2-TZVPD basis",
  "species": ["C", "C", "C", "C", "C", "C", "C", "C", "C", "N", "O", "Cl", "H", "H", "H", "H", "H", "H", "H", "H", "H", "H", "H"],
  "xyz": [[3.119, -0.533, -1.544], [3.079, -1.075, -0.269], [1.982, 0.102, -2.152], [1.928, -1.010, 0.509], [0.810, 0.034, -1.398], [0.769, -0.488, -0.094], [-1.611, -2.657, -0.108], [-2.327, 1.170, 1.250], [-0.436, -0.545, 0.662], [-1.676, 0.115, 0.316], [-2.716, -2.226, -0.213], [-0.912, -4.115, 0.171], [4.124, -0.696, -2.039], [3.915, -1.536, 0.211], [2.117, 0.350, -3.113], [1.983, -1.445, 1.402], [-0.179, 0.408, -1.932], [-1.675, 1.847, 1.807], [-2.883, 1.733, 0.606], [-3.041, 0.598, 1.759], [-0.526, -0.931, 1.604], [-2.518, -0.537, 0.071], [-1.632, 0.755, -0.509]],
  "forces_ev_per_a": [[1.02, -0.03, -0.69], [-1.06, 0.56, 0.52], [0.92, -2.99, 5.00], [0.28, 1.44, -4.70], [-1.52, 1.35, -2.17], [-0.17, 0.35, 0.51], [-0.48, 3.04, 0.57], [1.52, -1.54, 0.57], [-1.37, -0.49, -2.39], [-1.40, 2.58, -1.44], [0.35, -1.35, -0.18], [0.15, -1.17, -0.05], [-1.55, 0.65, 0.07], [0.67, -0.17, -0.23], [-0.25, 1.40, -3.33], [-0.37, -1.45, 3.78], [2.09, -0.78, 1.26], [0.21, -0.79, 0.02], [-1.44, 1.78, -1.78], [-0.65, -0.38, 1.76], [0.36, -0.84, 2.41], [1.77, 0.20, 0.32], [0.90, -1.37, 0.18]],
  "energy_ha": -939.3329,
  "orbital_gap_ha": [0.266, 0.267],
  "total_charge": 1,
  "homo_energy_ha": [-0.426, -0.443]
}

=====

Entry 3:
{
  "formula": "C9H11ClSi",
  "method": "the ωB97M-V functional and the def2-TZVPD basis",
  "species": ["C", "C", "C", "C", "C", "C", "C", "C", "C", "Si", "Cl", "H", "H", "H", "H", "H", "H", "H", "H", "H", "H", "H"],
  "xyz": [[-3.455, -1.141, -0.180], [-2.965, 0.210, -0.220], [-2.665, -2.185, 0.244], [-1.690, 0.412, 0.048], [-1.328, -1.937, 0.381], [-0.803, -0.643, 0.219], [1.313, 0.935, -1.974], [1.984, 0.337, -1.027], [3.627, 2.047, 1.678], [1.085, -0.384, 0.449], [2.075, -1.952, 1.301], [-4.460, -1.321, -0.383], [-3.771, 0.948, -0.298], [-3.093, -3.257, 0.149], [-1.337, 1.421, -0.148], [-0.733, -2.769, 0.626], [1.847, 1.375, -2.792], [0.283, 1.246, -1.981], [3.027, 0.393, -1.198], [4.102, 2.567, 0.810], [3.567, 1.018, 1.866], [3.389, 2.680, 2.431]],
  "forces_ev_per_a": [[1.07, 1.54, 0.83], [-4.50, -2.79, 0.31], [-1.57, -1.56, -1.80], [2.71, 1.78, -1.04], [0.60, 0.92, 0.28], [1.40, -1.24, 0.89], [-0.85, 1.68, -1.19], [-0.65, -1.00, 1.41], [0.79, 0.44, -3.02], [-0.38, 0.99, -0.35], [-0.06, -0.24, -0.08], [-1.65, -0.18, -0.38], [0.86, 0.18, -0.40], [0.89, 1.90, 0.68], [0.37, 0.05, 0.64], [1.11, -0.72, 0.18], [0.34, 0.13, -0.48], [-0.55, -0.62, 0.19], [1.10, -0.59, 0.49], [-0.39, -1.15, 0.72], [0.19, -1.27, -0.19], [-0.84, 1.75, 2.34]],
  "energy_ha": -1099.0214,
  "orbital_gap_ha": [0.179, 0.111],
  "homo_energy_ha": [-0.231, -0.198]
}

=====

Entry 4:
{
  "formula": "C9H11CuN2O2STe",
  "method": "the ωB97M-V functional and the def2-TZVPD basis",
  "species": ["Cu", "N", "C", "O", "C", "C", "H", "H", "H", "H", "H", "H", "Te", "C", "C", "C", "C", "C", "C", "H", "H", "H", "H", "H", "O", "S", "N"],
  "xyz": [[0.445, -0.354, 1.045], [-3.577, 0.786, -0.994], [-2.569, 1.159, -0.140], [-1.802, 2.053, -0.435], [-2.501, 0.383, 1.151], [-1.454, -0.728, 1.052], [-3.514, 1.132, -1.937], [-4.066, -0.076, -0.833], [-3.497, -0.021, 1.375], [-2.249, 1.097, 1.938], [-1.629, -1.318, 0.138], [-1.598, -1.425, 1.890], [0.588, 2.171, 1.782], [2.157, 1.984, 3.197], [1.879, 2.088, 4.558], [2.893, 2.016, 5.503], [4.206, 1.831, 5.100], [4.494, 1.721, 3.747], [3.481, 1.800, 2.806], [0.853, 2.221, 4.880], [2.654, 2.100, 6.556], [5.002, 1.769, 5.833], [5.515, 1.568, 3.417], [3.713, 1.705, 1.755], [2.842, -1.329, -1.566], [3.266, -1.106, -0.174], [2.320, -0.753, 0.900]],
  "forces_ev_per_a": [[0.31, 0.11, -0.11], [-0.07, 0.03, -0.06], [0.04, 0.00, 0.09], [0.02, 0.09, -0.03], [-0.15, 0.04, 0.05], [-0.11, -0.09, 0.09], [-0.01, -0.05, -0.01], [0.02, -0.03, -0.04], [-0.01, 0.02, -0.02], [0.05, -0.08, -0.02], [0.00, 0.03, 0.03], [0.02, 0.07, 0.00], [-0.11, -0.09, -0.03], [-0.11, 0.02, -0.02], [-0.02, -0.01, 0.03], [-0.03, 0.00, 0.06], [0.12, -0.01, 0.04], [0.05, -0.01, -0.02], [0.00, -0.01, -0.07], [-0.01, 0.01, 0.00], [0.00, 0.00, 0.01], [-0.01, 0.00, 0.01], [0.03, 0.00, 0.02], [0.00, -0.02, -0.03], [-0.01, 0.02, 0.11], [-0.18, 0.02, 0.12], [0.17, -0.08, -0.18]],
  "energy_ha": -2916.2661,
  "multiplicity": 2,
  "orbital_gap_ha": [0.257, 0.226],
  "total_charge": -1,
  "homo_energy_ha": [-0.144, -0.148]
}